Record 1
Formula: C2H9NO2
Source: OMol25
Level of theory: ωB97M-V with the def2-TZVPD basis set

Each line ends with the natural charge from an NBO analysis.
Positions of all 14 atoms, in Å:
N -2.44477 -1.90473 2.10219  -0.88
C -1.98155 -0.59451 1.84097  0.08
O -0.58072 -0.48409 1.47816  -0.74
H -2.89990 -2.38473 1.34549  0.38
H -2.13045 -2.42761 2.88839  0.38
H -2.10292 0.04421 2.72231  0.15
H -2.57229 -0.16053 1.03576  0.16
H -0.24606 -1.36084 1.73741  0.46
C 2.76428 1.50431 -2.66818  -0.27
O 1.83504 1.71302 -1.61066  -0.69
H 3.75384 1.68322 -2.22008  0.18
H 2.71899 2.19889 -3.50425  0.16
H 2.87625 0.49103 -3.07411  0.16
H 1.01026 1.68235 -2.07340  0.46

Summary:
HOMO-LUMO gap = 10.59 eV
ΔE to the lowest compared entry with this formula, charge and spin = 19.6 kcal/mol
SMILES = NCO.CO
strongest force on any atom = 2.26 eV/Å
2S+1 = 1
total charge = 0



Record 2
Formula: C36H37N9O2S3V
Source: OMol25
Level of theory: ωB97M-V with the def2-TZVPD basis set

Each line ends with the Mulliken spin population.
Positions of all 88 atoms, in Å:
V 0.35030 -0.31585 0.44475  2.90
O 0.59211 0.00471 3.82421  0.01
S 1.95398 -0.01010 3.35725  0.02
O 2.83274 1.05489 3.76442  0.00
N 1.91961 -0.18226 1.75858  0.00
C 3.12330 -0.15447 1.05225  -0.04
C 4.39665 -0.35377 1.54921  0.02
C 5.51576 -0.41213 0.70428  -0.01
C 5.40946 -0.24843 -0.64831  0.02
C 4.14185 0.02908 -1.20273  -0.03
C 3.95346 0.31026 -2.57459  0.04
C 2.71624 0.66825 -3.03098  -0.02
C 1.64698 0.70765 -2.12809  0.06
N 1.76295 0.39268 -0.85739  0.04
C 3.00678 0.08485 -0.36580  0.06
C 2.65026 -1.52396 4.00253  -0.01
C 2.60214 -2.70432 3.28547  0.00
C 3.04217 -3.88125 3.87014  0.00
C 3.52520 -3.87242 5.16873  0.00
C 3.58400 -2.68288 5.87851  0.00
C 3.14726 -1.50317 5.29636  0.00
H 4.55394 -0.46624 2.61139  0.00
H 6.48576 -0.59061 1.14799  0.00
H 6.27358 -0.29961 -1.29441  0.00
H 4.79940 0.26547 -3.24455  0.00
H 2.54533 0.92036 -4.06573  0.00
H 0.65628 1.01632 -2.44586  -0.03
H 2.24135 -2.68858 2.26525  0.03
H 3.01284 -4.80586 3.30995  0.00
H 3.85981 -4.79194 5.62726  0.00
H 3.97515 -2.67318 6.88656  0.00
H 3.19380 -0.56691 5.82929  0.00
S -2.45133 1.72708 3.25723  0.02
C -1.54196 3.00162 2.55446  -0.03
C -0.70286 2.56200 1.57530  -0.05
C -0.75391 1.15336 1.34076  -0.03
C -1.69614 0.59393 2.17716  -0.02
C -1.74057 -0.83643 2.38162  0.11
C -2.54586 -1.48218 3.32630  0.01
C -2.39493 -2.83192 3.54580  0.02
C -1.43658 -3.53351 2.81756  0.00
C -0.69898 -2.83429 1.88718  0.10
N -0.84478 -1.52995 1.64474  -0.27
H -1.66192 4.00279 2.92489  0.00
H -0.04286 3.22984 1.04124  0.00
H -3.25802 -0.90226 3.89504  0.00
H -2.99902 -3.33653 4.28614  0.00
H -1.25930 -4.58657 2.97538  0.00
H 0.05821 -3.34537 1.29648  -0.01
C -5.45817 3.48039 1.30312  0.00
C -4.99173 2.49676 0.28853  0.00
C -5.73538 1.44554 -0.17166  0.00
C -5.14952 0.60783 -1.14902  0.00
N -3.95542 0.81136 -1.64889  0.00
C -3.21538 1.85415 -1.21066  0.01
S -1.70510 2.19860 -1.79014  0.00
N -3.75561 2.65664 -0.22537  0.00
C -5.88710 -0.58895 -1.66410  0.00
H -6.52276 3.36304 1.47778  0.00
H -5.26311 4.49715 0.96686  0.00
H -4.92193 3.32360 2.23834  0.00
H -6.72744 1.26601 0.20484  0.00
H -3.13260 3.37399 0.14173  0.00
H -6.94246 -0.55403 -1.40924  0.00
H -5.45581 -1.49304 -1.23187  0.00
H -5.77089 -0.65302 -2.74375  0.00
C 0.13346 -2.68419 -1.80520  0.08
N -0.84653 -1.60478 -1.60851  -0.04
C -2.10978 -2.20650 -1.12991  0.05
N -2.62368 -3.22398 -2.03768  0.00
C -1.59992 -4.25398 -2.18353  0.00
N -0.34223 -3.72183 -2.70962  0.00
C -0.62659 -3.09230 -3.99923  0.00
N -1.62029 -2.03465 -3.88484  0.00
C -1.13875 -1.03188 -2.94452  0.03
C -2.84567 -2.60876 -3.34449  0.00
H 0.36178 -3.14258 -0.83561  -0.04
H 1.05143 -2.24850 -2.21579  0.01
H -2.84252 -1.40020 -1.02927  -0.02
H -1.94575 -2.66976 -0.15559  0.03
H -1.96520 -5.02664 -2.86547  0.00
H -1.41207 -4.70759 -1.20581  0.00
H -0.99302 -3.85550 -4.69022  0.00
H 0.29942 -2.67164 -4.39763  0.00
H -1.88829 -0.24581 -2.82767  -0.01
H -0.22140 -0.59983 -3.34805  0.00
H -3.22151 -3.36845 -4.03552  0.00
H -3.58823 -1.81585 -3.24126  0.00

Summary:
HOMO-LUMO gap (alpha / beta) = 6.40 / 7.52 eV
ΔE to the lowest compared entry with this formula, charge and spin = 0.0 kcal/mol
strongest force on any atom = 1.23 eV/Å
2S+1 = 4
total charge = 0



Record 3
Formula: FH2OSn
Source: OMol25
Level of theory: ωB97M-V with the def2-TZVPD basis set

Each line ends with the natural charge from an NBO analysis.
Positions of all 5 atoms, in Å:
H -0.30441 1.50772 -0.02258  0.46
F -1.17904 2.01881 -0.02764  -0.47
Sn -0.63701 -0.38410 -0.06280  1.68
O 0.98843 -1.09834 0.01781  -1.22
H 1.13202 -2.04409 0.09521  0.54

Summary:
HOMO-LUMO gap = 9.56 eV
ΔE to the lowest compared entry with this formula, charge and spin = 43.1 kcal/mol
strongest force on any atom = 5.38 eV/Å
2S+1 = 1
total charge = +1



Record 4
Formula: C2H4Br2N
Source: OMol25
Level of theory: ωB97M-V with the def2-TZVPD basis set

Each line ends with the natural charge from an NBO analysis.
Positions of all 9 atoms, in Å:
Br -1.82096 -1.70482 -0.01968  0.22
C -0.81802 -0.03438 0.06310  -0.11
Br -1.80101 1.59408 0.01187  0.23
C 0.62101 -0.17326 0.75820  -0.19
N 0.48695 0.12086 -0.72958  -0.55
H 1.03021 0.66098 1.24166  0.25
H 0.88076 -1.09290 1.15831  0.27
H 0.68016 1.04568 -0.99900  0.44
H 0.74089 -0.41624 -1.48487  0.44

Summary:
HOMO-LUMO gap = 11.02 eV
ΔE to the lowest compared entry with this formula, charge and spin = 17.5 kcal/mol
SMILES = BrC1(Br)C[NH2+]1
strongest force on any atom = 4.71 eV/Å
2S+1 = 1
total charge = +1



Record 5
Formula: C4H11NO2S
Source: OMol25
Level of theory: ωB97M-V with the def2-TZVPD basis set

Each line ends with the natural charge from an NBO analysis.
Positions of all 19 atoms, in Å:
N -0.63572 0.64086 0.79683  -0.86
C 0.38569 0.36495 -0.20376  -0.15
C 0.96628 1.69408 -0.75101  0.44
O 1.11839 2.62899 -0.01905  -0.53
C 1.61982 -0.31909 0.38296  -0.42
C 1.37268 -1.70078 0.97183  -0.52
S 1.02102 -2.95304 -0.29984  -0.05
H -0.30122 1.30024 1.48525  0.39
H -1.51820 0.70614 0.31638  0.38
H -0.07940 -0.13613 -1.01620  0.20
H 1.25974 1.63829 -1.82398  0.11
H 2.35178 -0.38617 -0.42374  0.21
H 2.10088 0.40352 1.05127  0.22
H 0.55062 -1.64948 1.65251  0.23
H 2.19435 -2.02082 1.57635  0.23
H -0.29554 -2.71697 -0.32745  0.12
O -5.38250 2.35139 -0.45381  -0.94
H -5.83321 2.17684 -1.28654  0.47
H -4.44055 2.36562 -0.66473  0.47

Summary:
HOMO-LUMO gap = 9.49 eV
ΔE to the lowest compared entry with this formula, charge and spin = 32.4 kcal/mol
SMILES = N[C@@H](C=O)CCS.O
strongest force on any atom = 2.20 eV/Å
2S+1 = 1
total charge = 0